Entry from OMol25: a cluster of 7 separate species, C19H37O9 in total (wB97M-V/def2-TZVPD).

The geometry in XYZ format:
```
65
Properties=species:S:1:pos:R:3:lowdin_spin:R:1
C 2.6043 -3.2933 -1.8627 0.000
H -5.8557 2.7114 1.6242 0.000
C 1.8704 -3.3812 -0.5553 0.000
H 2.1756 1.2270 2.6460 0.000
H -4.1230 0.1142 -1.8573 0.000
O 1.3915 2.4230 0.0807 0.298
H 0.5497 1.7144 -4.2653 0.000
H -0.9660 -1.4505 -3.4544 0.000
O 0.9914 -1.0787 4.4846 0.000
O 4.4215 -0.6212 2.1094 0.000
O 1.5450 0.3500 -0.3911 0.031
H -0.4693 1.2989 -2.8834 0.000
H 3.2688 -1.2371 -1.4505 0.000
H -1.1317 -1.2834 2.2662 0.000
C 3.0494 -1.8874 -2.2974 0.000
C -0.4371 4.0331 -2.6381 -0.001
C 0.5625 -3.3402 3.7481 0.000
O 2.7354 -4.2885 -2.6116 0.000
H -1.0866 1.2795 -4.6218 0.000
H -0.3828 -0.8985 -1.9438 0.001
C 4.5938 1.5477 1.1356 0.001
C 4.1074 0.5837 2.1564 0.000
C -2.4929 -1.3178 -1.9056 0.000
H 2.9564 0.2461 3.9191 0.000
H -6.0066 0.9742 1.5611 0.000
C -5.5761 1.7921 2.1389 0.000
H 5.5504 1.9963 1.4036 0.000
C -0.0424 -1.2994 2.3006 0.000
H 0.3335 -0.2871 2.1518 0.000
H 0.6318 4.1877 -2.7855 0.000
H -0.7324 -2.6388 -2.2241 0.000
H 0.2026 -1.8573 1.3968 0.000
C -3.1187 0.0545 -2.2767 0.000
H -4.1160 -0.0859 0.7780 0.000
H -5.8959 1.7980 3.1809 0.000
H 1.7454 -4.4096 -0.2162 0.000
H -3.7733 -0.4663 2.4349 0.000
C 3.1099 1.0213 3.1684 0.000
C 0.5082 -1.8053 3.5790 0.000
O -0.4443 1.3144 -0.1014 0.634
H -3.2003 0.1679 -3.3577 0.000
O -1.8445 3.6563 -4.5500 0.000
O -3.1311 -2.1253 -1.2654 0.000
C -1.0756 -1.6165 -2.3827 0.001
C -0.4645 1.7639 -3.8692 0.000
H 1.3143 -3.8494 3.1451 0.000
H 0.8980 -2.8943 -0.6286 0.000
H -0.3885 -3.7916 3.4655 0.000
C 0.7957 1.3934 -0.1205 0.032
H 3.4130 1.9111 3.7202 0.000
H -2.4440 0.8432 -1.9436 0.000
H -2.4477 0.2499 1.5694 0.000
H 4.6525 0.9712 0.2124 0.000
H -0.5999 3.5344 -1.6826 -0.001
H 0.7537 -3.6278 4.7820 0.000
H 2.3635 -2.7943 0.2196 0.000
H 2.2549 0.9938 -0.3349 0.004
C -4.0698 1.6174 2.0582 0.000
C -1.0063 3.1919 -3.7766 0.000
H -1.0083 4.9555 -2.5333 0.000
O -3.3400 2.5712 2.3490 0.000
H 3.8787 -1.9563 -3.0014 0.000
C -3.5354 0.2411 1.6405 0.000
H 3.8486 2.3415 1.0848 0.001
H 2.1286 -1.4879 -2.7222 0.000
```

- spin multiplicity = 2
- E_HOMO (spin up / spin down) (eV) = -9.8 / -9.8
- frontier orbital gap (spin up / spin down) (eV) = 9.9205 / 4.9103
- total charge = 0
- <S²> = 0.76

---

Entry from OMol25: a cluster of 15 separate species, C19H38BCl28FO2 in total (wB97M-V/def2-TZVPD).

The geometry in XYZ format:
```
89
Properties=species:S:1:pos:R:3:mulliken_charge:R:1
C -1.6427 -2.3084 0.1348 0.238
H -2.2394 -1.9312 4.5853 0.465
H -5.2596 5.3718 -3.7883 0.230
H 2.2345 0.1677 -3.5716 0.257
Cl -2.9849 0.5781 -2.1882 -0.087
Cl -5.6934 1.3994 7.1154 -0.174
H -1.4512 -1.0307 3.2026 -0.223
C -1.5275 -3.1438 2.9197 0.582
H -0.0472 -2.9976 -1.2566 0.473
Cl 6.8105 -2.1735 -4.4300 -0.107
Cl -8.6095 4.9947 -0.2138 -0.115
Cl 10.0749 0.2181 -2.6827 -0.193
H 0.2432 5.1012 4.3397 0.296
Cl -4.9992 3.2338 2.1526 -0.007
H -10.4437 3.8975 0.7716 0.277
H 6.3770 -5.6040 -6.6205 0.256
H -0.0686 3.3536 4.3171 -0.343
H -10.2170 5.5352 1.4185 0.313
Cl -5.3301 3.3859 -5.0480 -0.091
Cl 0.5544 1.8184 -3.5175 -0.126
C -1.7456 -3.7383 0.7232 -0.713
Cl -7.3290 4.4288 -3.1905 -0.126
Cl 4.2020 -2.3044 4.1512 -0.057
C -3.4025 -0.2079 -6.2649 0.186
H -4.0560 1.2452 -0.2014 0.234
H -1.6976 -1.5058 0.8755 -0.056
H 1.9085 -2.3437 4.6818 -0.095
C -3.1909 1.5940 -0.7565 -0.258
H -6.6061 3.1784 0.4301 0.272
Cl -2.0132 4.5953 4.7717 -0.130
H 8.9205 -1.3943 -1.3847 0.109
H -2.4323 -4.2985 0.0822 0.406
O -0.4745 -3.4795 3.2632 -0.461
C 7.2829 -5.9325 -6.1242 -0.280
Cl -2.5533 -0.8698 -4.8639 -0.108
B 0.8503 -1.8728 0.4837 0.545
H -6.2237 2.2710 4.9948 0.216
Cl -4.1005 1.3156 4.6674 -0.033
H -0.3773 -1.2414 -1.2313 0.114
H 2.1363 0.9750 -1.9949 0.155
H 2.2634 1.3602 2.3701 0.434
H 8.8167 -2.7451 1.6063 0.270
H 5.7924 -0.0564 -4.6553 0.308
H -4.9388 3.1982 5.7988 0.277
F 2.0693 -1.3659 0.1711 -0.242
H 6.9719 -0.0962 -3.3280 0.148
Cl -2.2888 0.1512 -7.5885 -0.159
C 2.1153 1.1199 -3.0689 -0.114
C 7.7851 -2.8960 1.3090 -0.300
C -0.2683 -2.1381 -0.6106 -0.770
Cl 7.2670 -5.3391 -4.4597 -0.113
C -2.1156 -1.8463 3.5089 -0.550
H 1.8863 -0.3756 2.3450 -0.167
C -5.8778 3.9032 0.7696 -0.487
O -2.2873 -3.8238 2.0362 -0.428
C -9.7161 4.6232 1.1156 -0.348
H 7.4381 -3.8638 1.6521 0.267
H -4.1312 -0.9333 -6.6070 0.282
Cl 2.2663 0.4202 4.5265 -0.134
H 0.6154 -2.1303 1.6179 -0.304
H -6.3750 4.8091 1.0784 0.364
C -5.3185 2.2046 5.5878 -0.275
C 1.7113 0.5646 2.8570 -0.046
H -3.3476 2.6255 -1.0712 0.125
Cl 2.9364 -1.9640 6.7639 -0.152
C -0.2735 4.2841 4.8300 0.352
Cl 3.4541 2.1763 -3.5387 -0.177
Cl -0.0194 0.9433 2.7816 -0.121
C 9.5419 -1.4285 -2.2945 0.266
H 7.3261 -7.0152 -6.1093 0.299
H -3.9012 0.7079 -5.9687 -0.193
Cl 10.9194 -2.5009 -2.0122 -0.169
C -6.0356 4.8354 -4.3229 -0.365
Cl 7.6912 -2.8418 -0.4577 -0.105
H -3.0750 -1.6515 3.0170 0.360
Cl 4.8635 -0.9272 -2.6746 -0.071
H -6.4427 5.4586 -5.1103 0.355
H -0.7748 -4.2425 0.6323 0.285
Cl -1.7664 1.5192 0.2992 -0.043
H 2.7601 -3.7821 5.2806 0.334
Cl 8.6779 -5.3174 -7.0177 -0.152
Cl 6.7944 -1.6311 2.0427 -0.142
C 6.1735 -0.6389 -3.8242 -0.274
H -2.4654 -2.1602 -0.5670 0.308
C 2.8086 -2.7057 5.1641 -0.038
H 8.9678 -1.8103 -3.1330 -0.019
Cl -4.7769 4.2770 -0.5666 -0.146
Cl -8.8571 3.9535 2.5096 -0.103
Cl 0.3070 4.1582 6.4942 -0.166
```

- E_HOMO (eV) = -10.4
- frontier orbital gap (eV) = 10.5817
- total charge = 0

---

Number 1: total energy -38726.9486 eV. Number 2: total energy -378436.7794 eV.